No. 1
A molecular structure, C34H38CrN2OP at a distorted geometry. Source: the Open Molecules 2025 dataset; level of theory: ωB97M-V/def2-TZVPD.

```
77
Properties=species:S:1:pos:R:3:forces:R:3
Cr -0.789 -0.086 -0.029 -1.88 0.58 1.97
C 0.255 2.244 2.416 -1.23 0.70 1.85
C -1.054 1.886 1.757 0.32 1.83 0.12
C -1.721 2.942 1.054 -0.73 -1.79 -1.39
C -1.157 4.317 0.917 1.55 0.46 0.65
C -2.922 2.576 0.356 1.01 0.17 0.57
C -3.755 3.525 -0.475 0.89 1.38 0.65
C -3.332 1.235 0.409 -0.70 0.47 -1.62
C -4.442 0.784 -0.492 -0.31 -1.76 -0.55
C -2.828 0.303 1.304 0.14 0.17 1.73
C -3.667 -0.876 1.717 0.33 -1.72 -0.19
C -1.737 0.713 2.122 -0.59 -0.48 -0.62
C -1.489 0.135 3.486 1.36 -0.03 -0.68
H 0.830 1.375 2.706 0.03 0.07 0.13
H 0.010 2.872 3.339 0.42 -1.00 -0.76
H 0.847 2.923 1.848 0.53 0.27 -0.81
H -1.922 5.014 0.624 -0.28 0.30 0.24
H -0.401 4.409 0.087 -0.43 -0.33 0.85
H -0.669 4.675 1.887 -0.66 -0.42 -1.39
H -3.585 3.332 -1.524 -0.11 -0.11 -0.40
H -3.477 4.604 -0.316 -0.35 -1.18 -0.08
H -4.812 3.426 -0.253 -0.06 -0.07 -0.04
H -5.291 0.406 0.082 -0.08 0.27 0.01
H -4.120 -0.117 -1.067 -0.01 0.40 0.48
H -4.822 1.429 -1.266 0.12 0.67 0.16
H -4.291 -1.334 0.929 0.46 0.59 0.30
H -4.338 -0.606 2.533 0.08 0.12 0.12
H -3.019 -1.728 2.051 -0.60 0.79 -0.06
H -2.079 -0.738 3.700 -0.26 -0.07 0.23
H -1.622 0.952 4.183 -0.46 -0.01 0.41
H -0.432 -0.115 3.588 -0.01 -0.32 0.15
O -2.707 -2.474 -0.478 3.16 1.34 -0.68
C -1.568 -2.035 -0.614 -1.74 -1.38 0.43
C -0.405 -2.808 -1.204 0.74 1.87 -0.26
C -0.642 -3.741 -2.190 0.95 -0.89 0.77
C 0.429 -4.500 -2.684 0.28 0.42 0.26
C 1.738 -4.120 -2.361 0.38 -0.83 -0.36
C 2.009 -3.068 -1.484 -0.38 -0.28 -0.86
C 0.940 -2.371 -0.936 -0.10 -1.81 -0.51
P 1.301 -1.145 0.251 -0.60 0.54 2.89
C 2.817 -0.289 0.025 1.01 -0.01 -0.71
C 4.051 -0.921 0.301 -1.25 1.24 -0.88
C 5.204 -0.362 -0.189 0.34 0.82 -1.34
C 5.174 0.731 -1.089 -1.96 0.60 0.70
C 3.912 1.377 -1.326 0.93 0.00 1.09
C 2.775 0.922 -0.668 -0.11 -0.42 -0.42
C 1.597 -1.928 1.906 0.14 0.77 -0.89
C 1.488 -3.301 2.075 0.37 -0.48 0.49
C 1.713 -3.813 3.363 -0.58 0.79 0.39
C 2.029 -2.937 4.415 -0.15 -0.37 -0.74
C 2.323 -1.588 4.164 0.18 0.23 0.33
C 2.085 -1.039 2.919 -0.94 -2.00 -0.76
H -1.656 -3.943 -2.417 -0.80 -0.44 -0.35
H 0.244 -5.413 -3.246 0.05 0.43 -0.23
H 2.596 -4.681 -2.785 -0.75 0.33 0.34
H 3.050 -2.812 -1.280 -0.38 0.05 0.04
H 4.040 -1.823 0.846 0.25 -0.86 0.64
H 6.139 -0.827 0.023 0.60 -0.20 0.20
H 6.070 1.197 -1.488 -0.05 -0.40 -0.01
H 3.808 2.321 -1.855 0.47 -0.24 -0.17
H 1.806 1.445 -0.690 0.56 -0.09 -0.38
H 1.296 -4.033 1.264 -0.13 0.88 0.44
H 1.499 -4.862 3.537 0.26 0.08 0.16
H 2.004 -3.283 5.441 0.41 -0.16 -0.08
H 2.766 -0.985 4.963 -0.44 -0.11 -0.22
H 2.188 -0.005 2.657 0.42 0.28 0.24
C -0.377 0.506 -5.119 -0.72 -0.75 0.23
N -0.192 1.462 -4.032 0.79 0.44 1.25
C 0.565 2.721 -4.249 -0.06 0.47 1.19
C -0.451 1.118 -2.800 -0.58 -0.30 -0.08
N -0.796 0.781 -1.726 0.92 0.72 -2.65
H -1.460 0.489 -5.398 0.97 -0.23 0.05
H -0.010 -0.483 -4.752 -0.42 0.64 -0.73
H 0.227 0.882 -5.939 -0.06 -0.30 -0.15
H 0.689 3.137 -3.217 0.11 0.08 -1.10
H -0.028 3.390 -4.858 -0.27 0.20 0.01
H 1.544 2.634 -4.748 -0.35 -0.64 0.37
```
Positions in Å, forces in eV/Å.

The HOMO energy (spin up / spin down) comes out at -0.515 / -0.517 hartree. The energy above the lowest of the compared OMol25 structures with the same formula, charge and spin is 0.0 kJ/mol. The value obtained for the total energy is -78596.4409 eV. The expectation value of S² is 4.2034. The net charge is +2. As for the spin multiplicity: 4. As for the HOMO-LUMO gap (spin up / spin down): 6.97 / 7.89 eV.

---

No. 2
A molecular structure, C34H38CsN6O2. Source: the Open Molecules 2025 dataset; level of theory: ωB97M-V/def2-TZVPD.

```
81
Properties=species:S:1:pos:R:3:forces:R:3
Cs 0.511 0.773 0.881 -0.03 -0.10 -0.36
C 2.616 0.993 5.766 -0.07 0.02 0.06
O 3.610 0.831 4.744 0.04 0.02 -0.07
C 3.158 0.897 3.492 -0.03 -0.01 -0.05
O 1.993 1.049 3.178 0.16 0.10 0.56
N 4.177 0.766 2.609 0.08 -0.04 -0.04
N 3.893 0.730 1.243 0.06 -0.02 0.02
H 3.148 0.907 6.707 0.01 -0.01 -0.01
H 1.858 0.217 5.684 0.02 0.00 0.00
H 2.144 1.971 5.685 0.01 -0.01 -0.01
H 5.119 0.665 2.955 -0.02 0.02 0.01
H 4.275 -0.115 0.836 -0.01 0.02 -0.01
H 4.292 1.536 0.776 -0.02 -0.01 0.00
C 1.756 0.536 -4.463 0.00 0.02 -0.03
C 1.711 0.361 -3.072 -0.03 -0.03 0.01
N 1.569 1.346 -2.210 -0.04 -0.08 -0.15
C 1.463 2.597 -2.709 -0.01 0.04 -0.16
C 1.491 2.883 -4.085 0.01 -0.13 0.13
C 1.643 1.803 -4.972 0.00 -0.03 0.08
C 1.369 4.240 -4.532 -0.02 0.17 -0.02
C 1.230 5.260 -3.658 0.00 -0.04 -0.18
C 1.200 5.015 -2.247 -0.02 -0.19 0.13
C 1.054 6.034 -1.286 -0.01 -0.01 0.03
C 1.040 5.714 0.050 0.08 0.00 -0.24
C 1.185 4.365 0.398 -0.11 0.16 0.23
N 1.308 3.394 -0.472 -0.01 -0.09 0.22
C 1.312 3.695 -1.780 0.09 0.09 0.02
H 1.876 -0.326 -5.105 0.00 0.01 -0.03
H 1.788 -0.639 -2.655 0.01 0.00 0.01
H 1.669 1.982 -6.040 0.00 0.01 -0.01
H 1.393 4.430 -5.598 0.00 0.01 0.00
H 1.138 6.279 -4.013 0.00 0.01 0.00
H 0.952 7.061 -1.612 0.00 0.01 -0.01
H 0.928 6.470 0.813 0.01 0.01 0.00
H 1.191 4.063 1.443 0.00 0.12 0.04
C -4.914 -0.721 1.633 -0.01 0.01 -0.01
C -4.716 0.237 0.491 0.03 0.05 0.04
C -5.769 1.005 0.019 0.04 -0.02 0.01
C -5.582 1.895 -1.026 -0.02 0.03 -0.02
C -4.333 2.012 -1.604 -0.01 0.01 0.02
C -3.247 1.253 -1.170 -0.05 0.06 0.00
C -1.950 1.414 -1.921 0.21 -0.16 -0.05
C -3.455 0.362 -0.112 -0.13 0.06 -0.06
N -2.425 -0.435 0.470 0.12 0.01 -0.17
C -2.070 -1.519 -0.083 0.01 0.08 -0.07
C -2.544 -2.085 -1.388 -0.02 0.05 -0.03
C -1.134 -2.429 0.669 0.00 -0.03 -0.04
C -1.796 -3.121 1.825 0.06 -0.05 0.01
N 0.045 -2.588 0.228 -0.11 0.04 0.15
C 0.850 -3.637 0.767 0.13 -0.11 -0.01
C 1.656 -3.491 1.897 0.01 0.01 -0.05
C 1.752 -2.219 2.694 -0.19 0.10 0.11
C 2.431 -4.577 2.302 -0.01 0.00 -0.01
C 2.421 -5.770 1.608 0.03 -0.02 0.03
C 1.623 -5.897 0.483 -0.02 0.03 -0.01
C 0.833 -4.843 0.049 0.01 0.02 0.00
C -0.037 -4.990 -1.169 0.00 0.00 0.01
H -5.923 -0.636 2.033 -0.01 0.00 0.00
H -4.203 -0.523 2.437 0.00 -0.01 0.00
H -4.764 -1.756 1.318 0.00 -0.01 0.01
H -6.743 0.904 0.481 -0.01 0.00 0.01
H -6.407 2.494 -1.386 0.00 0.01 0.00
H -4.185 2.707 -2.422 0.00 0.01 -0.01
H -1.930 2.378 -2.428 -0.04 -0.01 -0.03
H -1.833 0.642 -2.688 -0.05 -0.01 0.00
H -1.042 1.368 -1.322 -0.17 -0.01 0.12
H -3.265 -1.436 -1.880 -0.02 -0.01 0.02
H -2.991 -3.069 -1.226 -0.02 0.00 0.00
H -1.678 -2.239 -2.035 0.01 0.01 0.00
H -2.202 -2.359 2.493 0.02 0.00 0.02
H -1.116 -3.774 2.367 0.00 -0.02 -0.02
H -2.648 -3.703 1.465 0.01 -0.02 0.01
H 0.867 -1.587 2.634 -0.08 -0.10 -0.10
H 2.605 -1.611 2.383 0.01 -0.02 -0.03
H 1.877 -2.454 3.752 0.12 0.02 -0.01
H 3.049 -4.473 3.186 0.00 0.00 0.01
H 3.029 -6.601 1.942 0.01 0.00 0.00
H 1.606 -6.829 -0.069 0.00 0.00 -0.01
H 0.142 -5.948 -1.653 0.00 0.00 0.00
H 0.156 -4.193 -1.889 0.00 0.01 0.00
H -1.098 -4.939 -0.910 -0.01 0.00 -0.02
```
Positions in Å, forces in eV/Å.

The HOMO energy comes out at -0.392 hartree. The energy above the lowest of the compared OMol25 structures with the same formula, charge and spin is 28.5 kJ/mol. The value obtained for the total energy is -49455.4643 eV. The net charge is +1. As for the spin multiplicity: 1. As for the HOMO-LUMO gap: 8.42 eV.

---

No. 3
A molecular structure, C34H38CsN7O6S. Source: the Open Molecules 2025 dataset; level of theory: ωB97M-V/def2-TZVPD.

```
87
Properties=species:S:1:pos:R:3:forces:R:3
Cs 0.626 0.680 -0.374 0.07 0.10 -0.14
C 2.935 3.825 -1.158 -0.02 -0.01 0.00
C 1.667 3.989 -0.361 0.03 0.00 -0.06
C 1.642 3.741 1.003 0.04 0.00 0.00
C 0.457 3.830 1.736 0.00 -0.05 0.02
C 0.457 3.491 3.200 -0.03 -0.02 -0.02
C -0.707 4.182 1.066 0.00 0.00 0.00
C -0.711 4.444 -0.305 -0.02 -0.01 0.01
C -1.983 4.843 -1.004 0.00 -0.01 -0.01
C 0.480 4.339 -1.007 0.00 -0.01 0.00
H 3.709 3.344 -0.560 0.00 0.00 0.00
H 3.317 4.793 -1.494 0.00 0.00 0.00
H 2.753 3.217 -2.048 0.00 0.00 0.00
H 2.538 3.396 1.505 -0.01 0.00 0.00
H 0.726 2.439 3.350 0.02 0.01 0.00
H -0.520 3.679 3.648 0.00 0.00 0.00
H 1.199 4.088 3.735 0.00 0.00 0.01
H -1.641 4.239 1.619 0.00 0.00 0.00
H -2.134 5.925 -0.947 0.00 0.00 0.00
H -2.850 4.363 -0.550 0.00 0.00 0.00
H -1.959 4.559 -2.055 0.00 0.00 0.00
H 0.486 4.494 -2.082 0.00 -0.01 0.00
O 3.375 -4.460 5.132 -0.04 -0.01 0.02
C 3.076 -4.868 3.994 0.11 0.01 -0.06
O 3.152 -6.021 3.514 -0.04 -0.01 0.02
C 2.561 -3.786 3.009 -0.03 0.04 0.04
C 2.234 -4.127 1.700 -0.03 0.03 -0.02
C 1.809 -3.135 0.833 0.04 -0.08 0.08
N 1.705 -1.850 1.177 -0.03 0.10 -0.14
C 1.989 -1.517 2.440 0.02 -0.02 0.06
C 2.405 -2.457 3.380 0.01 -0.06 0.00
C 1.794 -0.043 2.822 -0.04 -0.17 0.03
O 1.277 0.174 3.935 0.03 0.08 0.01
O 2.137 0.803 1.957 0.15 0.12 0.16
H 2.326 -5.163 1.398 -0.01 0.00 -0.01
H 1.546 -3.372 -0.196 -0.02 0.01 0.01
H 2.613 -2.161 4.399 -0.01 0.01 0.00
C 3.980 -4.367 -1.829 0.01 0.00 -0.01
C 3.245 -3.211 -2.451 -0.01 -0.02 -0.02
C 3.739 -1.917 -2.342 0.00 0.01 0.02
C 3.030 -0.836 -2.849 0.01 -0.08 0.02
C 1.810 -1.050 -3.465 -0.15 0.17 -0.15
C 1.300 -2.334 -3.596 0.07 -0.03 0.03
C 2.023 -3.404 -3.096 -0.02 0.01 0.03
S 0.873 0.346 -4.063 0.04 -0.12 0.11
O 1.615 1.524 -3.627 -0.06 0.12 -0.01
O 0.722 0.218 -5.502 0.01 -0.04 0.00
N -0.444 0.114 -3.231 0.10 -0.06 -0.06
C -1.490 0.975 -3.260 -0.02 0.06 -0.05
C -1.719 1.949 -4.269 -0.03 0.01 0.01
C -2.850 2.726 -4.214 0.04 -0.03 0.00
C -3.756 2.564 -3.166 -0.01 -0.01 0.01
C -3.441 1.620 -2.208 -0.03 0.01 -0.02
N -2.357 0.849 -2.231 -0.06 0.03 0.04
H 5.060 -4.228 -1.895 0.00 0.00 0.00
H 3.723 -5.309 -2.314 0.00 0.00 0.00
H 3.725 -4.453 -0.770 0.02 0.00 -0.01
H 4.677 -1.748 -1.826 0.00 0.00 0.00
H 3.400 0.176 -2.752 0.01 0.01 0.00
H 0.334 -2.480 -4.061 0.00 0.00 -0.01
H 1.621 -4.409 -3.178 0.00 0.00 -0.01
H -1.011 2.043 -5.081 0.00 0.00 0.00
H -3.033 3.462 -4.990 0.00 0.00 0.00
H -4.655 3.161 -3.086 0.00 0.00 0.01
H -4.100 1.474 -1.354 0.00 0.01 0.00
C -1.351 -1.345 2.769 -0.05 0.01 -0.01
N -2.649 -1.923 3.155 0.00 0.03 0.02
C -3.636 -0.847 3.197 0.00 -0.01 -0.01
N -3.778 -0.151 1.911 0.03 0.01 0.04
C -2.453 0.383 1.553 -0.05 0.00 0.01
N -1.440 -0.664 1.469 -0.06 -0.11 0.09
C -1.869 -1.638 0.460 -0.06 0.04 -0.01
N -3.170 -2.240 0.797 0.03 0.00 0.01
C -3.050 -2.869 2.116 -0.01 -0.01 -0.01
C -4.141 -1.151 0.899 -0.02 0.00 -0.01
H -0.613 -2.144 2.700 0.01 0.00 0.00
H -1.009 -0.639 3.525 0.01 0.00 0.01
H -3.333 -0.123 3.957 0.00 0.01 0.00
H -4.608 -1.266 3.476 0.00 0.00 0.00
H -2.147 1.111 2.309 0.00 0.00 0.01
H -2.529 0.884 0.583 0.01 0.00 0.00
H -1.113 -2.422 0.388 0.00 -0.01 0.00
H -1.970 -1.128 -0.502 0.05 -0.04 -0.06
H -2.304 -3.665 2.062 0.00 0.00 -0.01
H -4.016 -3.307 2.385 0.00 0.00 0.00
H -5.118 -1.571 1.159 0.00 0.00 0.00
H -4.213 -0.658 -0.073 0.00 -0.01 0.00
```
Positions in Å, forces in eV/Å.

The HOMO energy comes out at -0.112 hartree. The energy above the lowest of the compared OMol25 structures with the same formula, charge and spin is 0.0 kJ/mol. The value obtained for the total energy is -69978.5363 eV. The net charge is -2. As for the spin multiplicity: 1. As for the HOMO-LUMO gap: 6.47 eV.